Record 1
{
  "formula": "CsH36O18",
  "method": "wB97M-V/def2-TZVPD",
  "charge": 1,
  "gap_ev": 9.0,
  "e_above_lowest_ev": 1.142,
  "symbols": ["Cs", "O", "H", "H", "O", "H", "H", "O", "H", "H", "O", "H", "H", "O", "H", "H", "O", "H", "H", "O", "H", "H", "O", "H", "H", "O", "H", "H", "O", "H", "H", "O", "H", "H", "O", "H", "H", "O", "H", "H", "O", "H", "H", "O", "H", "H", "O", "H", "H", "O", "H", "H", "O", "H", "H"],
  "xyz": [[0.16, 0.26, -0.14], [0.74, 3.62, 1.40], [1.37, 4.05, 0.83], [-0.05, 4.15, 1.34], [4.05, -0.59, -2.97], [3.47, 0.17, -2.94], [3.65, -1.18, -3.60], [-4.37, 0.72, 0.24], [-3.69, 1.13, -0.30], [-4.22, -0.22, 0.13], [1.69, 1.35, -2.63], [1.04, 1.07, -3.27], [1.67, 2.31, -2.68], [-0.89, 0.58, -3.02], [-1.74, 1.00, -2.94], [-0.96, 0.04, -3.81], [-1.34, 1.21, 4.69], [-0.62, 0.59, 4.62], [-1.29, 1.73, 3.88], [3.45, -0.98, 0.49], [3.39, -1.85, 0.91], [4.23, -1.03, -0.05], [4.38, 1.77, 0.43], [4.29, 2.14, -0.45], [3.95, 0.91, 0.37], [-2.03, 2.71, -0.16], [-2.27, 3.58, -0.46], [-1.90, 2.80, 0.78], [0.57, -3.53, -3.73], [0.51, -3.71, -2.79], [0.87, -4.36, -4.11], [-0.72, -1.71, 2.78], [-0.59, -2.65, 2.63], [-1.66, -1.63, 2.95], [-1.86, -2.84, -0.59], [-1.87, -3.75, -0.30], [-2.73, -2.51, -0.37], [-2.29, -4.19, -3.06], [-2.87, -4.26, -2.30], [-1.75, -3.43, -2.88], [-1.98, 3.04, 2.49], [-2.90, 3.15, 2.75], [-1.61, 3.92, 2.51], [0.87, -0.19, 4.23], [1.27, -0.79, 4.87], [0.46, -0.77, 3.59], [-3.83, 0.96, -2.61], [-4.77, 1.11, -2.50], [-3.77, 0.42, -3.39], [2.80, -3.51, -0.92], [3.51, -3.53, -1.57], [2.06, -3.93, -1.36], [1.93, 2.41, 4.65], [1.73, 1.51, 4.39], [2.49, 2.74, 3.95]],
  "mulliken_charge": [0.647, -0.504, 0.292, 0.218, -0.588, 0.316, 0.287, -0.587, 0.299, 0.286, -0.530, 0.275, 0.266, -0.438, 0.276, 0.258, -0.658, 0.439, 0.333, -0.561, 0.230, 0.289, -0.572, 0.302, 0.343, -0.481, 0.211, 0.344, -0.583, 0.244, 0.324, -0.554, 0.285, 0.292, -0.603, 0.301, 0.289, -0.560, 0.287, 0.336, -0.683, 0.294, 0.318, -0.659, 0.274, 0.328, -0.599, 0.291, 0.288, -0.498, 0.300, 0.238, -0.594, 0.335, 0.315]
}

Record 2
{
  "formula": "H8N2Si2",
  "method": "wB97M-V/def2-TZVPD",
  "gap_ev": 7.0,
  "e_above_lowest_ev": 5.227,
  "symbols": ["N", "N", "Si", "Si", "H", "H", "H", "H", "H", "H", "H", "H"],
  "xyz": [[-1.07, -1.46, -0.47], [-1.01, 1.37, 0.33], [1.84, 0.27, -0.04], [-0.40, -0.10, 0.52], [-1.41, -2.08, 0.18], [-1.96, -1.19, -1.08], [-0.78, 2.29, 0.66], [0.05, 1.97, -1.12], [0.90, 1.80, -1.28], [2.99, -0.30, -0.77], [2.51, 1.22, 1.00], [0.03, -0.61, 1.79]],
  "mulliken_charge": [-0.650, -0.716, 0.356, 0.437, 0.220, 0.292, 0.273, 0.285, -0.185, -0.129, -0.034, -0.149]
}

Record 3
{
  "formula": "C24H39N3O4S2",
  "method": "wB97M-V/def2-TZVPD",
  "gap_ev": 8.1,
  "smiles": "Sc1cccc2c1Sc1ccccc1N2.COCCNCCOC.COCCNCCOC",
  "e_above_lowest_ev": 5.808,
  "symbols": ["S", "C", "C", "C", "C", "C", "C", "S", "C", "C", "C", "C", "C", "C", "N", "H", "H", "H", "H", "H", "H", "H", "H", "H", "C", "O", "C", "C", "N", "C", "C", "O", "C", "H", "H", "H", "H", "H", "H", "H", "H", "H", "H", "H", "H", "H", "H", "H", "C", "O", "C", "C", "N", "C", "C", "O", "C", "H", "H", "H", "H", "H", "H", "H", "H", "H", "H", "H", "H", "H", "H", "H"],
  "xyz": [[-2.50, 1.01, 0.78], [-1.48, -0.29, 1.59], [-2.11, -1.47, 2.38], [-1.17, -2.53, 3.03], [0.37, -2.43, 2.94], [1.05, -1.23, 2.17], [0.09, -0.21, 1.53], [0.82, 1.26, 0.62], [2.49, 0.59, 0.13], [3.20, 1.22, -1.11], [4.61, 0.68, -1.50], [5.28, -0.49, -0.71], [4.51, -1.08, 0.51], [3.10, -0.56, 0.97], [2.52, -1.19, 2.17], [-3.72, 1.12, 1.45], [-3.25, -1.53, 2.46], [-1.61, -3.40, 3.63], [1.05, -3.20, 3.44], [2.74, 2.08, -1.70], [5.23, 1.11, -2.37], [6.31, -0.90, -0.96], [5.02, -1.91, 1.10], [2.84, -0.75, 3.05], [-7.18, -1.45, 7.21], [-7.56, -2.80, 6.98], [-8.56, -2.95, 5.97], [-7.97, -3.57, 4.70], [-7.08, -2.63, 4.01], [-6.27, -3.24, 2.95], [-5.29, -4.35, 3.36], [-4.19, -3.91, 4.15], [-4.48, -3.77, 5.53], [-6.59, -1.42, 8.13], [-6.56, -1.06, 6.40], [-8.06, -0.81, 7.34], [-9.08, -2.01, 5.76], [-9.30, -3.65, 6.37], [-8.78, -3.85, 4.02], [-7.43, -4.47, 4.99], [-6.46, -2.20, 4.68], [-5.68, -2.43, 2.51], [-6.93, -3.61, 2.17], [-4.84, -4.74, 2.43], [-5.79, -5.21, 3.82], [-5.21, -4.51, 5.89], [-4.84, -2.76, 5.74], [-3.56, -3.90, 6.09], [4.49, 5.42, -3.96], [4.11, 4.07, -4.19], [3.11, 3.93, -5.20], [3.70, 3.31, -6.47], [4.59, 4.24, -7.16], [5.40, 3.62, -8.21], [6.37, 2.50, -7.81], [7.47, 2.93, -7.01], [7.18, 3.07, -5.63], [5.09, 5.45, -3.04], [5.12, 5.79, -4.77], [3.62, 6.06, -3.83], [2.60, 4.87, -5.41], [2.36, 3.24, -4.80], [2.88, 3.03, -7.15], [4.23, 2.39, -6.17], [5.22, 4.66, -6.48], [6.00, 4.43, -8.65], [4.74, 3.26, -9.00], [6.81, 2.11, -8.73], [5.86, 1.65, -7.34], [6.45, 2.33, -5.28], [6.83, 4.08, -5.42], [8.10, 2.92, -5.07]],
  "mulliken_charge": [-0.278, 0.037, 0.110, -0.275, -0.578, 0.021, 0.239, -0.238, 0.652, -0.615, -0.189, -0.575, -0.374, -0.021, -0.202, 0.162, 0.025, 0.264, 0.283, 0.346, 0.275, 0.307, 0.304, 0.303, -0.695, -0.329, -0.791, -0.185, -0.329, -0.614, -0.565, -0.346, -0.602, 0.233, 0.283, 0.334, 0.400, 0.390, 0.389, 0.155, 0.068, 0.276, 0.403, 0.369, 0.372, 0.311, 0.172, 0.309, -0.826, -0.210, -0.886, -0.146, -0.317, -0.699, -0.441, -0.444, -0.475, 0.237, 0.322, 0.336, 0.401, 0.381, 0.398, 0.142, 0.087, 0.369, 0.387, 0.350, 0.340, 0.245, 0.117, 0.338]
}

Record 4
{
  "formula": "C4H10NO2",
  "method": "wB97M-V/def2-TZVPD",
  "gap_ev": [10.3, 7.5],
  "spin_multiplicity": 2,
  "e_above_lowest_ev": 1.723,
  "symbols": ["C", "O", "C", "C", "C", "O", "N", "H", "H", "H", "H", "H", "H", "H", "H", "H", "H"],
  "xyz": [[-0.17, -0.60, 2.05], [-1.21, -1.30, 2.44], [-0.03, -0.72, 0.39], [0.67, 0.54, -0.21], [0.44, 0.60, -1.71], [0.96, 1.79, -2.29], [-1.37, -0.97, -0.16], [-0.15, 0.48, 2.32], [0.86, -0.86, 2.39], [0.63, -1.50, 0.03], [0.28, 1.44, 0.26], [1.74, 0.45, -0.01], [0.77, -0.19, -2.38], [-0.65, 0.60, -1.89], [0.84, 2.52, -1.66], [-1.98, -0.37, 0.38], [-1.64, -1.91, 0.06]],
  "mulliken_charge": [-0.476, -0.414, 0.167, -0.806, -0.434, -0.523, -0.697, 0.313, 0.335, 0.379, 0.481, 0.229, 0.329, 0.279, 0.311, 0.252, 0.275]
}

Record 5
{
  "formula": "C10H13N2O5SV",
  "method": "wB97M-V/def2-TZVPD",
  "charge": 2,
  "gap_ev": [5.4, 5.8],
  "spin_multiplicity": 3,
  "e_above_lowest_ev": 1.243,
  "symbols": ["O", "C", "V", "C", "O", "C", "O", "C", "O", "C", "O", "H", "C", "C", "N", "C", "S", "N", "C", "C", "H", "H", "H", "H", "H", "H", "H", "H", "H", "H", "H", "H"],
  "xyz": [[5.38, -1.31, -5.41], [4.78, -1.24, -4.44], [2.05, -0.16, -1.14], [0.43, -1.11, -1.14], [-0.64, -1.58, -1.14], [3.25, -0.19, 0.32], [3.82, -0.02, 1.32], [2.38, 0.74, -2.75], [2.56, 1.34, -3.72], [3.24, -1.82, -1.74], [2.85, -2.96, -1.70], [4.27, -1.51, -2.18], [-3.56, 0.74, -0.94], [-2.71, 0.68, 0.31], [-1.53, 1.57, 0.17], [-0.32, 1.22, 0.62], [1.08, 1.83, -0.24], [-0.15, 0.41, 1.68], [-1.02, 0.49, 2.89], [-1.46, -0.87, 3.35], [-3.77, 1.77, -1.25], [-4.50, 0.23, -0.76], [-3.07, 0.22, -1.77], [-3.26, 1.04, 1.19], [-2.40, -0.35, 0.52], [-1.49, 2.15, -0.68], [0.83, 0.18, 1.90], [-0.43, 1.00, 3.66], [-1.85, 1.14, 2.65], [-0.62, -1.44, 3.74], [-2.19, -0.75, 4.16], [-1.92, -1.44, 2.54]],
  "mulliken_charge": [-0.071, 0.077, -0.109, 0.555, -0.130, 0.500, -0.152, 0.441, -0.086, 0.066, -0.323, 0.428, -1.437, -0.098, -0.121, 0.212, -0.180, 0.107, -0.585, -1.062, 0.420, 0.398, 0.341, 0.303, 0.200, 0.360, 0.209, 0.411, 0.336, 0.367, 0.351, 0.273]
}

Record 6
{
  "formula": "C21H24N4O2S",
  "method": "wB97M-V/def2-TZVPD",
  "gap_ev": 8.9,
  "smiles": "O=C(CSc1nnc(C2CCCCC2)n1-c1ccccc1)NCc1ccco1",
  "e_above_lowest_ev": 2.123,
  "symbols": ["O", "C", "C", "S", "C", "N", "N", "C", "C", "C", "C", "C", "C", "C", "N", "C", "C", "C", "C", "C", "C", "N", "C", "C", "C", "C", "C", "O", "H", "H", "H", "H", "H", "H", "H", "H", "H", "H", "H", "H", "H", "H", "H", "H", "H", "H", "H", "H", "H", "H", "H", "H"],
  "xyz": [[-0.44, 2.86, 4.36], [-0.20, 1.98, 3.56], [-0.96, 0.66, 3.56], [-2.17, 0.54, 2.20], [-1.14, -0.04, 0.92], [0.17, -0.11, 0.94], [0.56, -0.63, -0.24], [-0.49, -0.88, -0.96], [-0.52, -1.41, -2.35], [0.01, -2.86, -2.40], [1.50, -2.92, -2.13], [2.26, -2.06, -3.14], [1.79, -0.62, -3.03], [0.30, -0.52, -3.31], [-1.62, -0.52, -0.26], [-2.98, -0.62, -0.64], [-3.51, -1.85, -1.01], [-4.84, -1.94, -1.38], [-5.64, -0.81, -1.37], [-5.11, 0.42, -0.99], [-3.78, 0.52, -0.63], [0.74, 2.06, 2.60], [1.61, 3.21, 2.46], [3.02, 2.87, 2.81], [3.63, 2.68, 4.02], [4.97, 2.32, 3.73], [5.07, 2.32, 2.37], [3.90, 2.64, 1.81], [-1.55, 0.59, 4.47], [-0.28, -0.19, 3.47], [-1.56, -1.40, -2.68], [-0.53, -3.47, -1.67], [-0.20, -3.26, -3.40], [1.70, -2.54, -1.12], [1.84, -3.96, -2.18], [3.33, -2.12, -2.94], [2.09, -2.44, -4.15], [2.00, -0.25, -2.03], [2.33, 0.01, -3.75], [0.09, -0.85, -4.33], [-0.04, 0.51, -3.22], [-2.88, -2.73, -0.99], [-5.25, -2.89, -1.66], [-6.67, -0.88, -1.66], [-5.73, 1.30, -0.98], [-3.36, 1.47, -0.34], [0.87, 1.26, 1.97], [1.57, 3.57, 1.43], [1.23, 3.97, 3.14], [3.18, 2.79, 4.98], [5.75, 2.11, 4.43], [5.89, 2.11, 1.71]],
  "mulliken_charge": [-0.675, 0.673, -0.785, -0.058, 0.213, -0.660, -0.653, -0.314, 0.973, -1.143, -0.568, -0.822, -0.465, -1.341, 0.594, -0.167, 0.047, -0.759, -0.432, -0.816, -0.136, 0.044, -1.090, 0.474, -0.383, -0.445, -0.450, -0.331, 0.402, 0.382, 0.639, 0.284, 0.443, 0.268, 0.400, 0.353, 0.342, 0.267, 0.377, 0.377, 0.375, 0.432, 0.389, 0.400, 0.383, 0.560, 0.239, 0.317, 0.450, 0.526, 0.411, 0.458]
}